142
Properties=species:S:1:pos:R:3:mulliken_charge:R:1 method="wB97M-V/def2-TZVPD" charge=-1 lumo_energy_ev=1.307 e_homo_ev=-5.35 spin_multiplicity=1 gap_ev=6.66 energy_ev=-164750.9896 mol_weight_g_mol=1537.66
O -2.13949 -0.45372 4.17921 -0.56
C -1.85141 -0.07747 5.42813 0.67
F -0.72699 0.88835 5.71592 -0.25
C -2.65168 -0.67239 6.76933 -0.83
Nb -1.03837 -1.90997 7.89403 -0.76
H -3.58357 -1.34276 6.45416 0.27
H -2.99615 0.20293 7.49957 0.28
H -2.01017 -1.76554 9.41658 0.01
H -0.19815 -0.30373 8.19978 0.11
H -0.09146 -1.98066 6.31504 0.02
H -1.92607 -3.40277 7.35484 0.09
H 0.29047 -2.85838 8.69188 0.00
C -0.69293 -2.45896 1.69892 -0.23
C -2.03656 -3.04442 1.42760 0.15
O -1.81461 -3.87514 0.31067 -0.13
C -0.51519 -4.27143 0.41621 0.60
O -0.03205 -5.20519 -0.20228 -0.61
O 0.17976 -3.49926 1.30631 -0.34
F -2.91915 -2.08310 1.07467 -0.26
H -0.48956 -1.56769 1.09587 0.26
H -0.55398 -2.20787 2.75392 0.20
H -2.44240 -3.63843 2.25341 0.19
C 1.20804 -3.79114 -2.97523 -0.21
C 2.55833 -3.57421 -3.56797 0.55
O 2.43228 -2.33664 -4.23086 -0.24
C 1.48940 -1.65104 -3.52545 0.45
O 1.30296 -0.44935 -3.62058 -0.64
O 0.78239 -2.47344 -2.69162 0.00
F 2.83916 -4.52370 -4.48844 -0.32
H 0.50711 -4.25584 -3.67676 0.10
H 1.24563 -4.39547 -2.06487 0.28
H 3.36759 -3.51703 -2.83220 0.03
C 1.33454 2.45379 -2.08150 -0.24
C 2.75494 2.47997 -1.63042 0.34
O 2.81792 3.62163 -0.80609 -0.22
C 1.56482 3.75408 -0.28757 0.63
O 1.29248 4.45308 0.67425 -0.56
O 0.65049 3.00141 -0.97238 -0.29
F 3.59011 2.66410 -2.67744 -0.29
H 1.15811 3.08042 -2.96218 0.24
H 0.98498 1.44036 -2.29634 0.12
H 3.06106 1.59658 -1.05995 0.32
C 7.39861 -3.05758 -2.14640 -0.45
C 7.54883 -1.89281 -1.22855 0.31
O 6.30704 -1.23319 -1.32726 -0.26
C 5.40641 -2.21423 -1.61550 0.64
O 4.19805 -2.08714 -1.50786 -0.54
O 6.02293 -3.36187 -2.03299 -0.28
F 8.51304 -1.05345 -1.66837 -0.29
H 7.63074 -2.80927 -3.18748 0.30
H 8.01463 -3.90838 -1.84296 0.25
H 7.73907 -2.16531 -0.18497 0.30
C -4.80511 -0.22876 -0.64882 0.76
C -5.99536 -1.12291 -0.72298 0.55
O -6.65653 -0.69515 -1.89206 -0.30
C -5.67096 -0.21483 -2.70115 0.67
O -5.80567 -0.00948 -3.89596 -0.62
O -4.50941 0.00174 -2.01168 -0.31
F -6.81801 -0.91910 0.33029 -0.26
H -5.02233 0.72591 -0.15811 -0.03
H -3.96113 -0.70119 -0.13901 -0.29
H -5.75244 -2.18762 -0.80601 0.05
C 2.84907 7.10008 0.20211 -0.21
C 4.19937 7.31702 -0.39063 0.45
O 4.07332 8.55458 -1.05352 -0.31
C 3.13044 9.24019 -0.34811 0.57
O 2.94400 10.44188 -0.44324 -0.56
O 2.42343 8.41779 0.48572 -0.32
F 4.48020 6.36753 -1.31110 -0.33
H 2.14814 6.63539 -0.49942 0.12
H 2.88667 6.49575 1.11247 0.33
H 5.00862 7.37419 0.34514 0.28
C 0.44315 -7.91891 8.85151 -0.43
C 0.43558 -7.33193 7.48144 0.32
O -0.84380 -6.74909 7.37970 -0.25
C -1.17908 -6.40509 8.65482 0.60
O -2.08176 -5.63639 8.94145 -0.48
O -0.37486 -7.02091 9.57430 -0.30
F 0.53908 -8.29863 6.54205 -0.29
H 0.00116 -8.92034 8.88580 0.27
H 1.44843 -7.96434 9.27899 0.26
H 1.20253 -6.56770 7.31631 0.30
C -6.19066 1.77286 -6.58512 -0.17
C -5.33179 2.02751 -7.77641 0.35
O -5.99862 3.07347 -8.44588 -0.30
C -6.64156 3.76853 -7.46599 0.63
O -7.09712 4.89093 -7.60934 -0.55
O -6.70710 3.05720 -6.29929 -0.28
F -5.30522 0.94905 -8.59119 -0.28
H -7.01835 1.08807 -6.79817 0.19
H -5.62113 1.38182 -5.73770 0.13
H -4.30959 2.33770 -7.53473 0.30
C 7.66735 6.40601 -1.40006 -0.48
C 9.08775 6.43218 -0.94899 0.33
O 9.15073 7.57385 -0.12466 -0.31
C 7.89763 7.70629 0.39387 0.56
O 7.62529 8.40529 1.35569 -0.54
O 6.98330 6.95362 -0.29095 -0.16
F 9.92293 6.61632 -1.99600 -0.29
H 7.49092 7.03263 -2.28075 0.25
H 7.31780 5.39257 -1.61490 0.30
H 9.39387 5.54880 -0.37852 0.28
C -1.21188 4.69414 6.73156 -0.42
C -1.43122 5.32897 8.06219 0.32
O -1.40968 4.23850 8.95512 -0.29
C -0.59406 3.31712 8.36988 0.62
O -0.11013 2.36211 8.95436 -0.51
O -0.37772 3.59796 7.04859 -0.23
F -2.65164 5.90710 8.12541 -0.30
H -2.13910 4.32586 6.27987 0.26
H -0.72115 5.36867 6.02474 0.27
H -0.66027 6.05303 8.34662 0.28
C 4.09236 -4.37919 -8.49704 -0.41
C 3.85712 -5.82198 -8.20597 0.41
O 5.13439 -6.29833 -7.84740 -0.29
C 5.77412 -5.22417 -7.30555 0.68
O 6.78960 -5.29953 -6.63399 -0.55
O 5.13435 -4.05136 -7.59997 -0.29
F 3.45413 -6.47861 -9.31687 -0.30
H 4.42920 -4.20368 -9.52423 0.28
H 3.20614 -3.76709 -8.30906 0.27
H 3.15258 -6.00575 -7.38782 0.21
C -4.09541 -4.89569 -2.50150 -0.07
C -4.74808 -4.01071 -3.50774 0.22
O -3.66049 -3.43912 -4.19860 -0.24
C -2.66726 -4.36926 -4.12791 0.64
O -1.67154 -4.36216 -4.83243 -0.60
O -2.92657 -5.31665 -3.17570 -0.30
F -5.43705 -3.01775 -2.90192 -0.16
H -3.81473 -4.36244 -1.58703 0.02
H -4.72134 -5.75037 -2.23109 0.30
H -5.39749 -4.53772 -4.21488 0.18
C -7.19243 3.16849 0.76566 -0.48
C -7.41177 3.80332 2.09629 0.30
O -7.39023 2.71286 2.98922 -0.31
C -6.57461 1.79148 2.40398 0.54
O -6.09068 0.83646 2.98846 -0.51
O -6.35827 2.07231 1.08269 -0.19
F -8.63219 4.38146 2.15951 -0.30
H -8.11965 2.80021 0.31397 0.28
H -6.70171 3.84302 0.05884 0.31
H -6.64082 4.52738 2.38072 0.28

=====

9
Properties=species:S:1:pos:R:3:nbo_charge:R:1 method="wB97M-V/def2-TZVPD" smiles=C#C[C@@H](I)OO de_lowest_kj_mol=499.3 lumo_energy_ev=0.003 e_homo_ev=-9.72 spin_multiplicity=1 gap_ev=9.72 energy_ev=-15349.3613 mol_weight_g_mol=197.96
C -0.91397 1.52617 -0.94329 -0.19
C -0.74321 0.59973 -0.24709 -0.10
C -0.30965 -0.46404 0.61897 -0.09
I -1.92077 -1.89729 0.73179 0.14
O 0.76775 -1.26351 0.16155 -0.27
O 2.02338 -0.59303 0.30723 -0.47
H -1.10897 2.24559 -1.79910 0.26
H -0.25838 0.03217 1.66369 0.24
H 2.46384 -0.18579 -0.49376 0.48